(1)
A cluster of 2 separate species, C3H5F2N in total at a distorted geometry. Source: the Open Molecules 2025 dataset; level of theory: wB97M-V/def2-TZVPD.

The geometry in XYZ format:
```
11
C3H5F2N wB97M-V/def2-TZVPD
C 1.13 0.46 0.59
C 1.71 -0.30 -0.29
C -0.92 -1.14 0.51
N -2.00 -0.63 -0.10
F 2.58 -1.19 0.06
F -0.31 -2.01 -0.38
H 1.54 0.38 1.69
H 0.45 1.16 0.34
H 1.58 -0.36 -1.44
H -2.27 -0.75 -1.00
H -2.68 -0.04 0.49
```

Results
**HOMO**: -8.65 eV
**Relative energy (zero: lowest compared OMol25 entry of this formula, charge and spin)**: 268.1 kJ/mol
**Calculated total energy**: -371.6663 Eh
**Frontier orbital gap**: 0.3491 hartree

Atomic partial charges in e from the Löwdin method, atoms 1 to 4:
1. C -0.04
2. C -0.34
3. C -0.15
4. N 0.08


(2)
A cluster of 4 separate species, C2H12O3 in total at a distorted geometry. Source: the Open Molecules 2025 dataset; level of theory: wB97M-V/def2-TZVPD.

The geometry in XYZ format:
```
17
C2H12O3 wB97M-V/def2-TZVPD
C -0.47 -2.67 -0.42
C -0.11 -1.83 -1.66
H -1.57 -2.63 -0.39
H -0.25 -2.10 0.52
H -0.12 -3.70 -0.58
H -0.72 -0.91 -1.67
H 0.87 -1.45 -1.68
H -0.43 -2.21 -2.64
H 0.40 1.49 3.33
H -1.15 1.58 2.93
O -0.25 1.85 2.71
H 3.99 2.57 -1.26
H 3.44 2.35 0.16
O 3.80 1.90 -0.60
H -2.33 1.17 0.14
H -2.31 2.59 0.87
O -2.78 2.00 0.26
```

Results
**HOMO**: -11.51 eV
**Relative energy (zero: lowest compared OMol25 entry of this formula, charge and spin)**: 82.1 kJ/mol
**Calculated total energy**: -309.0789 Eh
**Frontier orbital gap**: 0.4378 hartree

Atomic partial charges in e from the Löwdin method, atoms 1 to 4:
1. C -0.16
2. C -0.18
3. H 0.05
4. H 0.07


(3)
A cluster of 4 separate species, C5H17NO2 in total at a distorted geometry. Source: the Open Molecules 2025 dataset; level of theory: wB97M-V/def2-TZVPD.

The geometry in XYZ format:
```
25
C5H17NO2 wB97M-V/def2-TZVPD
C -1.50 -1.17 -1.48
C -2.41 0.24 -1.31
N -0.93 1.83 0.97
C 1.52 1.61 0.48
C 0.42 1.56 1.46
C 0.36 0.13 1.94
H -1.12 -1.48 -0.49
H -0.65 -0.84 -2.04
H -2.03 -1.99 -2.00
H -3.22 0.00 -0.65
H -1.93 1.11 -0.87
H -2.83 0.46 -2.29
H 1.39 2.59 0.01
H 2.56 1.37 0.65
H 1.09 0.93 -0.27
H 0.73 2.31 2.23
H 0.08 -0.52 1.12
H 1.34 -0.25 2.34
H -0.38 0.02 2.73
H 0.73 -3.16 0.58
H 1.22 -1.47 -0.81
O 0.63 -2.43 -0.06
H 2.35 -1.56 -1.82
H -1.27 2.52 1.66
O 1.63 -0.95 -1.62
```

Results
**HOMO**: -8.30 eV
**Relative energy (zero: lowest compared OMol25 entry of this formula, charge and spin)**: 894.2 kJ/mol
**Calculated total energy**: -405.6019 Eh
**Frontier orbital gap**: 0.1204 hartree

Atomic partial charges in e from the Löwdin method, atoms 1 to 4:
1. C -0.10
2. C -0.13
3. N 0.33
4. C -0.05


(4)
A structure of composition CHCaFLiO3 at a distorted geometry. Source: the Open Molecules 2025 dataset; level of theory: wB97M-V/def2-TZVPD.

The geometry in XYZ format:
```
8
CHCaFLiO3 wB97M-V/def2-TZVPD
Li 0.07 2.41 3.18
O -0.48 0.96 0.80
H -1.53 1.48 0.51
O -0.26 -0.69 -0.61
O -0.86 2.09 1.53
C 0.27 0.07 0.14
F 1.50 0.38 0.18
Ca 0.23 -2.27 -2.29
```

Results
**HOMO (alpha / beta)**: -12.72 / -19.81 eV
**Relative energy (zero: lowest compared OMol25 entry of this formula, charge and spin)**: 209.6 kJ/mol
**Calculated total energy**: -1048.6016 Eh
**Frontier orbital gap (alpha / beta)**: 0.1663 / 0.4289 hartree
**Charge**: +2
**Multiplicity**: 2

Atomic partial charges in e from the Löwdin method, atoms 1 to 4:
1. Li 0.91
2. O -0.04
3. H 0.35
4. O -0.07


(5)
A structure of composition H4InLuO at a distorted geometry. Source: the Open Molecules 2025 dataset; level of theory: wB97M-V/def2-TZVPD.

The geometry in XYZ format:
```
7
H4InLuO wB97M-V/def2-TZVPD
O -1.13 1.55 0.71
In 0.42 0.17 0.24
H -1.75 1.46 -0.09
H -0.31 -1.47 0.27
H 0.91 0.51 -1.46
H 1.80 0.38 1.36
Lu 0.06 -2.61 -1.04
```

Results
**HOMO**: -17.55 eV
**Calculated total energy**: -1502.2993 Eh
**Frontier orbital gap**: 0.1626 hartree
**Charge**: +2

Atomic partial charges in e from the Löwdin method, atoms 1 to 4:
1. O -0.36
2. In 0.56
3. H 0.02
4. H -0.26


(6)
An isolated molecule of C23H31N3O2. Source: the Open Molecules 2025 dataset; level of theory: wB97M-V/def2-TZVPD.

The geometry in XYZ format:
```
59
C23H31N3O2 wB97M-V/def2-TZVPD
C 3.74 4.38 3.03
C 2.94 4.03 1.81
C 2.12 2.91 1.79
C 1.37 2.59 0.66
C 1.43 3.42 -0.45
C 2.25 4.53 -0.45
C 3.01 4.83 0.68
H 3.65 5.70 0.68
H 2.31 5.17 -1.32
H 0.82 3.19 -1.31
C 0.47 1.41 0.60
O -0.55 1.41 -0.08
N 0.87 0.33 1.31
H 1.71 0.39 1.84
C 0.09 -0.89 1.37
H -0.23 -1.16 0.37
H 0.73 -1.68 1.77
C -1.17 -0.73 2.23
H -1.71 0.14 1.89
H -0.90 -0.58 3.28
C -2.04 -1.98 2.10
N -2.55 -2.12 0.75
C -2.62 -3.50 0.33
H -1.65 -3.97 0.49
H -2.83 -3.55 -0.74
H -3.39 -4.08 0.87
C -3.83 -1.43 0.59
C -4.28 -1.25 -0.86
H -5.33 -0.93 -0.84
C -3.48 -0.20 -1.63
N -2.06 -0.48 -1.67
C -1.56 -1.54 -2.31
O -2.24 -2.32 -2.96
C -0.08 -1.71 -2.15
C 0.79 -0.64 -2.16
C 2.16 -0.82 -1.98
C 2.64 -2.11 -1.79
C 1.78 -3.19 -1.79
C 0.42 -3.00 -1.98
H -0.26 -3.83 -2.00
H 2.17 -4.19 -1.66
H 3.70 -2.27 -1.64
C 3.09 0.35 -2.02
H 4.06 0.10 -1.58
H 2.67 1.20 -1.48
H 3.26 0.66 -3.05
H 0.41 0.36 -2.32
H -1.47 0.09 -1.07
H -3.86 -0.17 -2.66
H -3.60 0.79 -1.18
H -4.22 -2.19 -1.40
H -4.62 -1.98 1.14
H -3.72 -0.45 1.05
H -1.43 -2.85 2.35
H -2.86 -1.93 2.84
H 2.05 2.30 2.68
H 4.80 4.46 2.78
H 3.42 5.35 3.42
H 3.62 3.64 3.81
```

Results
**HOMO**: -8.07 eV
**Relative energy (zero: lowest compared OMol25 entry of this formula, charge and spin)**: 0.0 kJ/mol
**Calculated total energy**: -1209.8353 Eh
**Frontier orbital gap**: 0.3157 hartree

Atomic partial charges in e from the Löwdin method, atoms 1 to 4:
1. C -0.05
2. C -0.27
3. C 0.01
4. C -0.14


(7)
A cluster of 4 separate species, C4H17N2O4S in total at a distorted geometry. Source: the Open Molecules 2025 dataset; level of theory: wB97M-V/def2-TZVPD.

The geometry in XYZ format:
```
28
C4H17N2O4S wB97M-V/def2-TZVPD
C 0.57 0.06 -1.22
N 0.99 -1.33 -0.88
C 1.92 -1.42 0.25
O 3.06 -0.59 0.14
C -0.36 0.70 -0.16
C 0.34 1.29 1.02
S 1.12 2.80 0.98
N -1.20 1.67 -0.92
H 0.02 0.00 -2.16
H 1.45 0.70 -1.37
H 1.44 -1.72 -1.68
H 2.29 -2.44 0.27
H 1.38 -1.18 1.17
H -1.07 -0.05 0.16
H 2.77 0.30 0.38
H 0.38 0.73 1.95
H 2.39 2.60 0.56
H -1.83 2.11 -0.27
H -0.63 2.40 -1.34
H -2.21 -0.91 -2.05
H -2.16 0.62 -2.16
O -2.52 -0.18 -2.58
H -2.10 -0.25 2.15
H -1.63 1.19 2.20
O -2.29 0.59 2.57
H -0.63 -2.17 0.30
H -0.40 -2.85 1.66
O -1.10 -2.65 1.02
```

Results
**HOMO**: -2.66 eV
**Relative energy (zero: lowest compared OMol25 entry of this formula, charge and spin)**: 58.2 kJ/mol
**Calculated total energy**: -971.2633 Eh
**Frontier orbital gap**: 0.2174 hartree
**Charge**: -1

Atomic partial charges in e from the Löwdin method, atoms 1 to 4:
1. C -0.19
2. N -0.05
3. C -0.31
4. O -0.06


(8)
A cluster of 2 separate species, C3H3P in total at a distorted geometry. Source: the Open Molecules 2025 dataset; level of theory: wB97M-V/def2-TZVPD.

The geometry in XYZ format:
```
7
C3H3P wB97M-V/def2-TZVPD
C -0.45 1.41 1.51
C -0.22 0.80 0.51
C -0.05 -0.13 -0.51
P -0.84 -0.91 -1.68
H -0.84 1.81 2.45
H 2.12 -1.14 -0.23
H 0.28 -1.83 -2.06
```

Results
**HOMO (alpha / beta)**: -9.38 / -8.46 eV
**Relative energy (zero: lowest compared OMol25 entry of this formula, charge and spin)**: 409.3 kJ/mol
**Calculated total energy**: -457.1890 Eh
**Frontier orbital gap (alpha / beta)**: 0.3020 / 0.2915 hartree

Atomic partial charges in e from the Löwdin method, atoms 1 to 4:
1. C 0.11
2. C -0.30
3. C -0.62
4. P 0.76


(9)
An isolated molecule of C5H10O. Source: the Open Molecules 2025 dataset; level of theory: wB97M-V/def2-TZVPD.

The geometry in XYZ format:
```
16
C5H10O wB97M-V/def2-TZVPD
C -0.59 1.29 -0.87
C -0.55 0.07 0.07
C -1.49 -1.01 -0.51
C 0.93 -0.38 0.07
C 2.04 -0.04 0.97
O 1.59 -1.38 0.84
H -0.09 2.16 -0.45
H -1.62 1.58 -1.12
H -0.10 1.05 -1.82
H -0.94 0.38 1.05
H -2.50 -0.60 -0.65
H -1.58 -1.89 0.13
H -1.14 -1.34 -1.50
H 1.22 -0.52 -0.97
H 3.01 0.23 0.54
H 1.91 0.34 1.98
```

Results
**HOMO**: -10.12 eV
**Relative energy (zero: lowest compared OMol25 entry of this formula, charge and spin)**: 147.8 kJ/mol
**Calculated total energy**: -271.6963 Eh
**Frontier orbital gap**: 0.4137 hartree

Atomic partial charges in e from the Löwdin method, atoms 1 to 4:
1. C -0.09
2. C -0.37
3. C -0.08
4. C -0.28